1.
The following is a quantum chemistry calculation of a cluster of 14 separate species, C32H98N22O14 in total in a non-equilibrium geometry, from the Open Molecules 2025 dataset.

The electronic energy comes out at -96216.7702 eV. As for the charge: 0. As for the energy above the lowest of the compared OMol25 structures with the same formula, charge and spin: 9.785 eV. The HOMO energy comes out at -0.3024 hartree. The calculation puts the gap between HOMO and LUMO at 8.29 eV.

Geometry as XYZ:
```
166
Properties=species:S:1:pos:R:3:forces:R:3
C -5.5123 6.9298 -0.2119 -1.3 -1.9 -2.6
O -5.1638 5.7906 -0.3853 0.9 -1.5 0.2
N -5.1516 7.7513 0.7066 2.1 2.1 3.8
N -6.3880 7.5426 -1.0078 -1.8 0.6 -1.9
H -5.4285 8.7054 0.5243 0.9 -0.1 0.8
H -4.3212 7.4669 1.2063 -0.1 0.7 0.3
H -6.7740 8.4074 -0.6569 -0.5 -0.4 -0.8
H -6.7901 7.0060 -1.7631 -0.2 0.4 0.3
C 1.7048 0.9967 -7.2474 1.9 0.1 3.5
O 2.2345 1.1175 -6.1364 -0.1 0.2 -0.4
N 0.4151 0.8324 -7.3956 -3.0 -0.3 -0.3
N 2.3909 0.9706 -8.3658 1.1 -0.1 -2.6
H -0.1660 0.8896 -6.5715 0.0 -0.1 -0.3
H 0.0278 0.6221 -8.3044 -0.3 0.1 0.5
H 1.8373 0.8068 -9.1945 0.9 0.2 -0.2
H 3.3914 1.1089 -8.3676 -0.4 -0.1 -0.1
C -4.1024 -1.7587 -5.0956 -0.1 5.3 -0.4
O -4.5165 -0.5720 -5.1116 0.5 -2.3 0.9
N -2.9280 -2.1303 -4.5780 2.2 0.8 1.9
N -4.5926 -2.7037 -5.8275 -1.8 -2.9 -1.6
H -2.5249 -1.3960 -4.0137 0.3 -0.3 0.1
H -2.6363 -3.0796 -4.3942 -0.3 0.2 0.1
H -3.8734 -3.3880 -6.0133 -1.2 -0.5 -0.8
H -5.4709 -2.5441 -6.3000 0.5 -0.4 -0.2
C -2.0314 1.7378 8.3314 -4.3 -0.6 0.9
O -3.2299 1.4623 8.4276 0.6 0.2 0.1
N -1.3313 2.4872 9.1373 1.9 2.7 2.9
N -1.2489 1.2887 7.4039 2.4 -2.0 -4.1
H -0.3836 2.6665 8.8376 -0.3 0.3 0.8
H -1.6784 2.9777 9.9491 -0.2 -0.3 -0.4
H -0.3306 1.7016 7.3243 -0.3 -0.5 -0.5
H -1.6366 0.8297 6.5921 0.1 0.1 0.2
C 0.3452 -5.6826 -5.7869 -1.7 0.7 4.0
O -0.4670 -5.6863 -4.8424 0.3 -0.4 -1.2
N 0.9141 -4.5539 -6.1878 0.7 1.3 -1.2
N 0.8926 -6.7685 -6.3105 0.1 -1.4 -0.8
H 1.2935 -4.6381 -7.1200 0.1 1.2 0.2
H 0.5660 -3.6988 -5.7782 0.1 0.0 -0.5
H 0.3407 -7.6017 -6.1647 0.5 -0.1 -0.5
H 1.5066 -6.5827 -7.0906 -0.2 -1.0 0.0
C -3.4075 -2.5401 3.8985 -1.4 1.9 -1.1
O -3.9391 -1.7378 3.1664 -0.4 0.8 -1.7
N -2.8097 -3.6361 3.5935 1.9 -3.8 -4.0
N -3.3906 -2.4384 5.1649 -0.2 1.5 7.2
H -2.3702 -4.2572 4.2577 -0.1 0.2 -0.7
H -2.8214 -3.7763 2.5933 0.5 -0.9 0.2
H -2.9682 -3.1854 5.6975 -0.3 0.6 0.2
H -3.7111 -1.6278 5.6752 -0.1 -0.2 -0.3
C -6.4685 0.5435 -0.6899 -2.2 3.8 -5.3
O -6.8309 1.0552 -1.7584 0.0 0.0 0.7
N -5.9078 1.1877 0.2826 1.6 2.4 2.0
N -6.6624 -0.6768 -0.3763 -0.4 -5.1 1.2
H -5.5572 0.5834 1.0120 0.2 1.5 0.6
H -5.8332 2.1830 0.1280 0.6 -0.2 0.7
H -6.9865 -1.3025 -1.0999 0.6 -0.1 0.3
H -5.8956 -0.8454 0.2591 -0.5 -2.3 -0.1
C -2.9757 4.6753 -4.7963 -3.1 -1.1 -2.2
O -4.1103 4.3055 -4.9309 -2.2 -0.8 -1.0
N -2.5038 4.9540 -3.6662 2.1 1.5 7.3
N -2.0888 4.8427 -5.7219 3.5 0.7 -4.3
H -3.1350 4.7883 -2.8953 0.4 0.3 0.2
H -1.5760 5.3275 -3.5255 -0.4 -0.2 0.3
H -2.2549 4.7194 -6.7105 -0.2 0.0 0.5
H -1.2163 5.2498 -5.4168 0.0 -0.2 -0.7
C 3.5121 -6.3492 3.5765 -0.2 -1.2 0.0
C 2.4232 -5.6265 2.8228 -0.4 0.3 -0.1
C 2.4733 -4.1119 3.0448 -0.7 -1.3 0.1
O 2.3958 -3.9232 4.4503 0.1 2.7 -0.7
C 2.4875 -2.4770 4.6790 0.4 -1.1 1.4
N 2.4964 -5.8636 1.3945 0.7 0.1 -0.8
H 3.5071 -7.3817 3.2273 0.3 -0.1 -0.6
H 3.3598 -6.5755 4.6318 0.1 1.1 0.3
H 4.4630 -5.8797 3.3242 0.2 -0.2 0.4
H 1.4218 -5.9766 3.0733 0.0 0.0 0.6
H 1.6421 -3.6719 2.4939 -0.4 0.2 0.2
H 3.3476 -3.6404 2.5959 0.6 -0.2 0.2
H 3.4538 -2.0691 4.3825 0.0 -0.1 -0.7
H 2.5225 -2.3394 5.7597 -0.4 -0.2 0.1
H 1.6620 -1.8826 4.2875 -0.1 -0.3 -0.3
H 3.4240 -5.5880 1.1053 0.3 0.6 -0.4
H 2.5792 -6.8478 1.1832 -0.6 -0.5 0.3
C 4.1165 6.1981 -2.0460 -0.2 0.4 0.2
C 2.6411 6.5454 -2.2300 0.1 -2.2 -0.2
C 2.2619 7.9478 -2.0545 -0.8 1.4 -0.4
O 2.1731 8.3125 -0.7017 0.9 1.3 0.7
C 2.1754 9.7474 -0.6440 -1.1 0.0 0.8
N 2.1456 6.0549 -3.5178 -0.4 0.3 -0.7
H 4.1595 5.1209 -1.8852 0.4 0.0 0.0
H 4.5772 6.7315 -1.2145 -0.1 -0.2 0.2
H 4.6853 6.4726 -2.9343 0.0 -0.1 -0.1
H 2.0499 5.9562 -1.5289 0.1 0.2 0.5
H 1.2873 8.1427 -2.5021 -0.3 -0.3 -0.2
H 2.9203 8.6340 -2.5871 0.6 0.0 -0.1
H 1.2777 10.1113 -1.1438 0.2 0.2 -0.9
H 3.0945 10.2399 -0.9615 0.1 -0.3 -0.5
H 1.9685 10.1696 0.3394 0.3 -0.9 0.6
H 2.5306 5.1587 -3.7799 0.1 -0.2 0.3
H 2.4099 6.6725 -4.2720 0.1 0.3 -0.1
C -1.2999 6.8079 5.4248 -0.4 0.3 -0.1
C -0.8295 8.0689 4.6924 0.5 1.1 1.6
C 0.4410 8.8020 5.2666 -1.1 0.6 -0.6
O 0.4569 10.1834 4.7057 0.5 -1.6 1.7
C 0.1699 11.1999 5.6613 -0.8 1.2 -1.6
N -0.5400 7.7088 3.3710 0.1 -1.4 -2.4
H -1.5479 6.9825 6.4717 0.4 0.0 0.1
H -0.6209 5.9675 5.2806 0.3 0.1 0.3
H -2.2352 6.4645 4.9826 0.0 0.1 -0.2
H -1.6425 8.7947 4.6721 -0.1 0.1 0.2
H 1.2637 8.2302 4.8373 0.4 0.4 0.1
H 0.5380 8.8073 6.3522 -0.2 0.2 0.1
H 0.1542 12.0997 5.0463 0.4 0.2 -0.1
H 0.8464 11.4352 6.4829 0.3 -0.9 0.0
H -0.8687 11.2200 5.9913 -0.1 -0.8 0.5
H 0.0882 6.9183 3.3970 0.0 -0.4 -0.2
H -0.0719 8.3636 2.7609 -0.2 0.6 0.4
C 0.7135 -0.9935 -1.4416 1.0 -0.7 0.2
C -0.0556 0.2026 -1.0244 0.3 1.4 -0.1
C 0.7627 1.1506 -0.0897 0.6 -1.6 -0.6
O 0.0915 2.2955 0.2340 -1.7 1.2 1.4
C -0.9573 2.1304 1.1948 -0.6 0.0 -0.1
N -0.3923 0.9574 -2.2552 -0.4 -0.2 0.7
H 1.0342 -1.5676 -0.5723 0.0 -0.1 0.1
H 1.6156 -0.6556 -1.9516 0.2 -0.2 -0.2
H 0.1713 -1.6695 -2.1028 -0.1 0.2 0.0
H -0.9242 -0.1461 -0.4658 -0.4 0.3 -0.3
H 1.6510 1.5189 -0.6028 0.2 -0.3 -0.3
H 1.1204 0.6316 0.7995 0.0 -0.3 0.4
H -1.6377 1.2978 1.0158 -0.1 0.0 -0.8
H -1.5534 3.0427 1.2166 0.2 0.0 -0.2
H -0.6880 1.8966 2.2248 1.1 0.3 0.1
H 0.4871 1.1476 -2.7142 0.3 -0.2 -0.4
H -0.6714 1.8836 -1.9648 -0.5 0.2 0.0
C 8.9288 -7.2228 2.3345 -0.3 1.0 -0.1
C 7.9353 -7.3662 1.1756 0.9 0.1 -1.2
C 7.6791 -5.9741 0.4480 -1.4 0.3 2.1
O 6.4481 -5.8874 -0.2371 -1.3 -1.0 -1.8
C 6.2155 -4.6923 -0.9982 0.5 0.0 0.5
N 8.5296 -8.2848 0.1934 -0.2 -1.0 0.0
H 9.2623 -8.1067 2.8782 -0.3 -0.5 -0.6
H 8.4177 -6.6386 3.0998 0.3 0.5 0.1
H 9.8231 -6.7305 1.9524 0.1 0.2 0.3
H 7.1202 -7.9576 1.5928 -1.1 1.3 0.0
H 8.4941 -5.6147 -0.1803 0.4 -0.5 0.1
H 7.4784 -5.2595 1.2462 1.0 0.4 0.5
H 7.0365 -4.4995 -1.6888 0.4 0.2 0.3
H 6.0104 -3.8629 -0.3214 0.6 0.3 0.2
H 5.3443 -4.6645 -1.6527 -0.3 -1.2 0.3
H 7.9385 -8.3961 -0.6180 -0.2 0.9 -0.6
H 8.2397 -9.1569 0.6125 1.0 -0.9 0.2
C -4.3244 -6.3337 -0.8205 0.6 -0.3 -1.1
C -3.0565 -7.0379 -0.3547 0.3 -0.1 1.5
C -2.6695 -8.3681 -0.9531 -2.4 -1.9 -0.3
O -3.7059 -9.3464 -0.6470 -0.3 -0.8 0.4
C -3.4788 -10.6476 -1.1796 1.9 0.2 -0.6
N -1.9216 -6.1627 -0.6315 -0.6 0.5 -0.2
H -5.2733 -6.7263 -0.4551 0.3 -0.1 0.0
H -4.2671 -6.4255 -1.9051 -0.6 0.0 -0.4
H -4.2413 -5.2579 -0.6660 0.0 -0.1 0.5
H -3.1517 -7.2193 0.7159 0.2 0.1 0.3
H -1.7163 -8.7108 -0.5506 0.2 0.0 -0.1
H -2.7066 -8.3997 -2.0420 0.8 0.7 -0.3
H -4.1649 -11.4633 -0.9517 -0.5 0.8 0.5
H -2.4829 -11.0124 -0.9281 0.3 -0.1 1.1
H -3.2806 -10.6885 -2.2506 -0.9 0.7 -0.7
H -1.8762 -6.2981 -1.6314 1.0 0.7 -0.4
H -1.0592 -6.4780 -0.2108 0.1 -0.2 -0.1
```
Positions in Å, forces in eV/Å.

---

2.
The following is a quantum chemistry calculation of a cluster of 19 separate species, C33H102B2ClN3O21P in total in a non-equilibrium geometry, from the Open Molecules 2025 dataset.

The electronic energy comes out at -106496.3387 eV. As for the charge: +1. As for the energy above the lowest of the compared OMol25 structures with the same formula, charge and spin: 0.000 eV. The HOMO energy comes out at -0.4249 hartree. The calculation puts the gap between HOMO and LUMO at 7.49 eV.

Geometry as XYZ:
```
163
Properties=species:S:1:pos:R:3:forces:R:3
C 6.7147 -1.9115 1.0395 -0.1 -0.1 -0.1
C 5.3842 -1.6206 0.4260 0.5 -0.5 0.2
O 5.2134 -2.4866 -0.7084 0.5 0.5 0.2
B 4.3195 -2.1475 -1.6345 -1.0 -0.1 0.2
O 4.3992 -2.6348 -2.8937 0.3 0.5 -0.6
C 3.0673 -1.1975 -1.3207 1.7 -1.7 -0.3
C 3.0064 0.0610 -1.8712 1.1 -0.2 -0.6
C 1.9763 0.8460 -1.5915 -0.9 1.0 0.1
C 1.8816 2.1939 -2.1959 0.2 0.5 -0.5
C 1.1420 2.1258 -3.5202 -0.2 -0.6 -0.2
C 1.8491 1.3214 -4.5997 -0.3 0.1 0.1
Cl 0.7231 3.7510 -4.0999 0.1 0.4 0.0
C 1.0104 0.3287 -0.7286 -1.8 1.1 0.8
B -0.2799 1.2368 -0.2960 -0.2 -0.6 -1.0
O -0.5595 1.5376 0.9682 1.3 0.9 1.4
N -1.1277 1.7479 -1.3619 0.0 0.0 0.8
C -1.2298 3.2111 -1.1175 -0.1 0.0 -0.4
C -2.4835 1.1915 -1.2139 -0.1 0.1 -0.7
N 1.1036 -0.8956 -0.2682 1.2 -1.5 -0.2
P -0.1899 -1.6421 0.7692 -1.9 1.0 0.2
C 0.7011 -2.1082 2.2587 0.7 0.0 -0.1
C -0.3010 -2.4896 3.3388 -0.1 -0.1 -0.3
C -0.6697 -3.1732 -0.0994 1.5 -0.5 0.5
C 0.0919 -4.4487 0.2701 -0.2 -0.1 -0.7
N 2.1520 -1.6992 -0.5593 -1.1 -0.1 0.8
H 6.9079 -1.2080 1.8303 0.1 0.2 0.5
H 7.4893 -1.8156 0.3021 0.4 0.0 -0.4
H 6.7160 -2.9187 1.4131 0.2 -0.4 0.3
H 5.3909 -0.5879 0.1285 -0.4 0.6 -0.4
H 4.6023 -1.8090 1.1419 -0.5 0.0 0.2
H 5.3272 -2.7083 -3.1451 0.1 -0.6 -0.2
H 3.7763 0.4065 -2.5277 0.5 0.1 -0.3
H 1.4335 2.9068 -1.5317 -0.5 0.4 0.3
H 2.8815 2.5534 -2.3853 0.5 0.2 -0.1
H 0.2005 1.6528 -3.3372 -0.7 0.0 0.2
H 2.7490 0.8442 -4.2581 0.6 0.0 0.0
H 1.1964 0.5335 -4.9262 -0.3 -0.4 -0.3
H 2.0606 1.9462 -5.4459 0.3 0.2 -0.4
H 0.2325 1.6703 1.5350 -0.7 -0.4 0.1
H -1.3031 3.7627 -2.0402 0.0 0.1 -0.5
H -0.3850 3.6026 -0.5727 0.4 0.2 0.2
H -2.0973 3.4635 -0.5321 -0.4 0.0 0.4
H -2.9349 1.4223 -0.2588 0.0 0.0 0.5
H -3.0970 1.6545 -1.9674 -0.4 0.2 -0.4
H -2.5386 0.1282 -1.3892 0.2 -0.4 0.0
H 1.4438 -2.8677 2.0845 0.3 -0.4 0.0
H 1.2248 -1.2262 2.5859 0.4 0.5 0.0
H -1.2978 -2.4743 2.9311 -0.7 -0.1 0.2
H -0.2715 -1.7963 4.1541 -0.1 0.5 0.4
H -0.1120 -3.4572 3.7639 0.1 -0.6 0.0
H -1.7146 -3.3298 0.0814 -0.7 0.3 0.0
H -0.5126 -3.0106 -1.1519 -0.2 0.4 -0.6
H 0.1024 -5.0685 -0.6109 0.0 -0.4 -0.4
H 1.1225 -4.2799 0.5210 0.4 0.2 0.3
H -0.3994 -5.0365 1.0217 -0.2 -0.1 0.7
C 1.9975 1.9278 4.8762 0.2 0.4 -0.2
O 2.0226 2.5069 3.5592 -0.2 -0.4 0.0
H 1.3063 1.0920 4.8620 -0.1 -0.1 -0.1
H 2.9930 1.5704 5.1505 -0.1 -0.1 0.1
H 1.6600 2.6543 5.6122 0.0 -0.1 0.1
H 2.6332 3.2468 3.5796 0.0 0.0 0.0
C 1.6047 3.9977 8.5201 -0.3 -0.1 0.0
O 1.2965 2.6835 8.0640 0.3 0.0 0.0
H 2.5596 4.2999 8.0960 0.0 -0.1 0.0
H 0.8326 4.6985 8.1972 0.0 0.1 0.1
H 1.6805 4.0134 9.6094 0.0 0.1 0.0
H 0.4486 2.4472 8.4523 -0.1 0.1 -0.1
C -2.2013 3.4232 7.0568 0.0 0.0 0.3
O -1.6031 3.6530 8.3343 0.0 -0.2 -0.2
H -1.5507 3.8619 6.3051 0.0 0.0 0.0
H -2.3041 2.3531 6.8593 0.0 0.0 -0.1
H -3.1840 3.8957 6.9990 0.0 0.0 -0.1
H -2.1802 3.2658 8.9972 0.0 0.1 0.1
C 4.9815 2.4672 0.4403 -0.2 -0.2 -0.1
O 3.6061 2.8180 0.3244 -0.4 -0.2 -0.2
H 5.4837 3.2682 0.9729 0.0 0.1 0.0
H 5.0976 1.5393 1.0043 0.1 0.0 0.1
H 5.4414 2.3551 -0.5465 0.1 0.0 0.0
H 3.1397 2.1123 -0.1564 0.5 0.4 0.5
C 3.6230 -5.6480 3.0283 -0.2 -0.1 -0.1
O 2.2262 -5.3429 3.0238 0.0 0.1 0.0
H 4.1136 -4.9346 3.6842 0.0 0.0 0.0
H 3.8001 -6.6567 3.4046 0.1 0.0 0.0
H 4.0435 -5.5585 2.0232 0.1 0.0 0.0
H 1.7956 -5.9769 2.4427 0.0 0.0 -0.1
C -2.5088 4.4289 -6.6216 0.4 -0.1 0.1
O -1.4585 3.5442 -7.0179 -0.2 0.0 -0.1
H -3.4283 4.0833 -7.0832 0.0 0.0 0.0
H -2.6253 4.4142 -5.5345 -0.1 0.1 0.0
H -2.3014 5.4485 -6.9558 -0.1 0.0 0.0
H -0.6510 3.8555 -6.6045 0.1 -0.1 0.0
C -4.5536 -2.6493 2.6112 0.0 -0.2 0.4
O -3.9192 -2.6613 3.8964 0.2 0.0 -0.3
H -3.9374 -2.0631 1.9341 0.0 0.1 0.0
H -4.6529 -3.6651 2.2191 0.0 0.0 -0.1
H -5.5409 -2.1916 2.6746 0.0 0.0 -0.2
H -4.4696 -3.1789 4.4879 0.0 0.0 0.1
C -3.2170 5.4480 1.6866 0.3 0.2 -0.1
O -3.1530 6.0142 0.3813 -0.1 -0.2 0.1
H -3.9399 4.6359 1.6738 0.0 0.0 -0.1
H -2.2374 5.0522 1.9740 -0.1 -0.1 0.1
H -3.5350 6.1919 2.4218 0.0 -0.1 0.1
H -2.5092 6.7256 0.4109 0.0 0.1 -0.1
C 0.6027 7.4568 -6.1834 0.0 -0.2 0.2
O 0.3974 7.1689 -4.8024 0.0 0.2 -0.1
H 0.7172 8.5319 -6.2809 0.0 0.0 0.0
H 1.5082 6.9694 -6.5558 0.0 0.0 -0.1
H -0.2540 7.1375 -6.7835 0.0 0.0 -0.1
H 0.2958 6.2196 -4.7133 0.0 0.0 0.1
C 5.5763 2.5092 -4.2845 -0.2 0.0 -0.4
O 5.4174 1.3730 -5.1326 -0.1 0.0 0.4
H 5.9485 2.1706 -3.3195 0.0 -0.1 0.0
H 6.2952 3.2062 -4.7171 0.0 0.1 0.2
H 4.6162 3.0174 -4.1424 0.1 0.1 0.1
H 5.0921 1.6923 -5.9779 0.0 -0.1 -0.1
C -5.6134 -6.3127 0.3914 -0.2 0.1 -0.3
O -6.2041 -5.0464 0.0960 0.1 -0.1 0.3
H -5.0398 -6.2097 1.3090 0.0 0.1 0.0
H -6.3885 -7.0704 0.5366 0.2 -0.2 0.0
H -4.9472 -6.6275 -0.4143 0.0 -0.1 0.1
H -6.7088 -5.1417 -0.7157 0.0 0.1 -0.1
C -4.3268 1.1926 -6.4559 -0.1 0.2 -0.4
O -5.3722 2.0931 -6.8172 0.1 0.0 0.3
H -4.4366 0.9529 -5.4015 -0.1 0.0 0.0
H -4.4016 0.2728 -7.0418 0.1 -0.1 0.1
H -3.3482 1.6520 -6.6204 0.1 -0.1 0.1
H -5.2724 2.2984 -7.7492 0.0 0.0 -0.1
C 2.6270 -3.0777 -5.5821 0.1 0.3 -0.3
O 2.5718 -2.3112 -6.7839 -0.2 -0.1 0.1
H 1.8762 -3.8580 -5.6472 0.0 0.0 0.0
H 3.6103 -3.5389 -5.4653 -0.1 -0.1 0.1
H 2.4151 -2.4475 -4.7134 0.0 -0.1 0.1
H 3.2377 -1.6232 -6.7268 0.1 0.0 -0.1
C -2.1086 -5.9179 3.5068 0.4 0.0 0.0
O -0.9460 -6.6007 3.0315 -0.1 0.1 -0.1
H -2.9808 -6.3371 3.0124 0.1 -0.1 -0.1
H -2.2105 -6.0552 4.5854 -0.1 0.1 0.0
H -2.0449 -4.8528 3.2714 -0.2 0.0 0.1
H -0.1875 -6.2207 3.4850 0.0 0.0 0.1
C 2.2329 5.8488 2.3010 0.0 -0.3 -0.5
O 1.5654 5.4164 1.1105 0.0 0.1 0.4
H 1.6917 6.7013 2.7009 -0.1 0.0 0.0
H 2.2438 5.0555 3.0539 -0.1 0.1 0.0
H 3.2599 6.1532 2.0816 0.0 0.0 0.1
H 2.0404 4.6530 0.7717 0.2 -0.1 0.0
C -5.6829 0.8277 0.9497 -0.2 -0.2 -0.2
O -5.8345 -0.4271 0.2898 0.2 0.1 0.1
H -4.6953 0.8476 1.4049 0.0 -0.1 0.0
H -5.7640 1.6461 0.2295 0.0 0.1 0.1
H -6.4367 0.9512 1.7315 0.1 0.1 0.0
H -6.7054 -0.4461 -0.1129 -0.1 0.0 0.0
C -8.1150 -5.5779 3.2757 0.1 0.0 -0.3
O -8.6405 -6.0932 2.0610 -0.1 -0.1 0.2
H -8.9086 -5.6024 4.0171 0.0 0.0 0.0
H -7.2782 -6.1877 3.6325 0.0 0.0 0.1
H -7.7785 -4.5441 3.1474 0.0 0.0 0.1
H -7.9348 -6.0662 1.4114 0.0 0.2 -0.1
C 2.9042 -5.8467 -2.1113 0.2 0.5 -0.2
O 2.8274 -5.0217 -3.2704 -0.3 -0.4 0.1
H 2.2176 -6.6779 -2.2433 0.0 0.0 0.0
H 3.9181 -6.2339 -1.9811 0.0 -0.1 0.1
H 2.6127 -5.2744 -1.2242 0.0 -0.2 0.1
H 3.4329 -4.2847 -3.1589 0.0 0.1 0.0
```
Positions in Å, forces in eV/Å.